(1)
DFT (wB97M-V/def2-TZVPD) results for one molecule with the formula C3H5OPS at a distorted geometry.

LUMO, eV: -0.8140
Kohn-Sham gap, eV: 8.28
Energy relative to the best compared isomer or geometry (same formula, charge and spin), eV: 0.9050
Molecular weight, g mol⁻¹: 120.1

```
! RIJCOSX wB97M-V def2-TZVPD def2/J DEFGRID3
* xyz 0 1
C 0.11321 0.71318 1.06516
C 0.56017 0.67607 -0.07704
C 1.01783 0.51657 -1.41336
O -1.22668 -1.14478 -0.59785
P -1.12564 -0.96791 0.84228
S -2.62004 -0.58699 2.00586
H -0.12435 -1.76503 1.40669
H -0.00454 1.11437 2.03938
H 0.16651 0.53364 -2.09527
H 1.69341 1.33943 -1.65629
H 1.55012 -0.42853 -1.51957
*
```


(2)
DFT (wB97M-V/def2-TZVPD) results for one molecule with the formula C22H21NO5S at a distorted geometry.

LUMO, eV: -0.3001
Kohn-Sham gap, eV: 8.49
Energy relative to the best compared isomer or geometry (same formula, charge and spin), eV: 1.7726
Molecular weight, g mol⁻¹: 411.5

```
! RIJCOSX wB97M-V def2-TZVPD def2/J DEFGRID3
* xyz 0 1
C -1.60621 -3.97911 -1.67727
O -0.54659 -3.05672 -1.48028
C 0.35684 -3.38838 -0.54620
O 0.29569 -4.40429 0.10461
C 1.41062 -2.37264 -0.38137
C 1.47114 -1.24776 -1.09958
C 2.46290 -0.20274 -0.91002
C 3.76507 -0.48724 -0.49236
C 4.69158 0.52391 -0.32203
C 4.34056 1.84291 -0.56376
C 3.05020 2.14193 -0.96924
C 2.12761 1.13053 -1.14124
S 0.45045 1.62093 -1.58692
O 0.00780 0.89351 -2.74101
O 0.44702 3.05470 -1.64387
N -0.49954 1.16770 -0.31716
C -1.41283 0.05157 -0.37713
C -2.82016 0.48908 -0.06009
C -3.60046 -0.20950 0.84957
C -4.89329 0.20420 1.12481
C -5.41077 1.32489 0.49913
C -4.63313 2.03079 -0.40514
C -3.34471 1.61431 -0.68515
C -0.21059 1.77073 0.96191
C 0.83688 1.02017 1.72207
C 2.08272 1.38016 2.14567
C 2.63902 0.23639 2.76897
C 1.69253 -0.73400 2.67665
O 0.59934 -0.27002 2.04780
H -1.21423 -4.94773 -1.99488
H -2.24076 -3.55084 -2.44862
H -2.16810 -4.11612 -0.75077
H 2.11678 -2.59428 0.40621
H 0.73391 -1.05697 -1.86572
H 4.04954 -1.51453 -0.32517
H 5.69433 0.28207 -0.00314
H 5.06502 2.63241 -0.43610
H 2.73369 3.15531 -1.15858
H -1.37169 -0.31682 -1.40460
H -1.09521 -0.74828 0.30210
H -3.19486 -1.08127 1.34358
H -5.49479 -0.34703 1.83275
H -6.41790 1.64887 0.71621
H -5.03442 2.90562 -0.89485
H -2.72701 2.15599 -1.38678
H 0.14204 2.78531 0.76758
H -1.14296 1.81879 1.53603
H 2.54308 2.33948 2.03174
H 3.60589 0.15605 3.22069
H 1.66798 -1.75204 3.01096
*
```


(3)
DFT (wB97M-V/def2-TZVPD) results for one molecule with the formula C10H11Cl2N3O3 at a distorted geometry.

LUMO, eV: 0.5658
Kohn-Sham gap, eV: 9.60
Energy relative to the best compared isomer or geometry (same formula, charge and spin), eV: 0.2650
Molecular weight, g mol⁻¹: 292.1

```
! RIJCOSX wB97M-V def2-TZVPD def2/J DEFGRID3
* xyz 0 1
C 2.58345 2.46616 -4.11887
O 2.65671 2.60495 -2.71669
N 2.38557 1.53711 -1.91257
C 2.06979 0.39242 -2.36156
N 1.78743 -0.66046 -1.53312
C 1.66695 -0.70529 -0.13693
O 1.24277 -1.70556 0.39166
N 2.10089 0.41620 0.47926
O 1.88075 0.61858 1.83104
C 0.60616 1.19900 2.11033
C -0.52689 0.26436 1.77879
C -0.83938 -0.77226 2.65105
C -1.81828 -1.69909 2.35459
C -2.50606 -1.59254 1.15610
Cl -3.73173 -2.73619 0.76236
C -2.21964 -0.57558 0.26188
C -1.22776 0.33806 0.57867
Cl -0.87974 1.57615 -0.58143
H 2.83439 3.45401 -4.49791
H 3.30779 1.73480 -4.49313
H 1.57492 2.19253 -4.44703
H 1.99125 0.13684 -3.41921
H 1.52396 -1.53201 -1.97044
H 2.31487 1.23670 -0.09242
H 0.64486 1.39160 3.18384
H 0.50500 2.14814 1.56885
H -0.28308 -0.85739 3.57127
H -2.04085 -2.50274 3.03770
H -2.75143 -0.50054 -0.67321
*
```


(4)
DFT (wB97M-V/def2-TZVPD) results for a 8-piece molecular cluster, C8H28F3NO8 overall at a distorted geometry.

LUMO, eV: 5.1296
Kohn-Sham gap, eV: 5.93
Energy relative to the best compared isomer or geometry (same formula, charge and spin), eV: 2.4283
Molecular weight, g mol⁻¹: 323.3

```
! RIJCOSX wB97M-V def2-TZVPD def2/J DEFGRID3
* xyz -2 1
N 0.57707 -0.16643 0.06046
H 1.07656 -0.13705 0.93782
H -0.40211 -0.13628 0.30621
H 0.86112 -1.07129 -0.28690
H 0.87298 0.57207 -0.56175
O 1.34104 -2.71293 -0.50293
H 2.12518 -2.93828 -1.04041
O 2.05165 -0.61337 2.13894
H 2.55189 -0.49273 2.96944
C -2.55921 0.50125 1.52100
O -2.00579 0.25943 0.23735
O -1.50352 0.24891 2.42081
C -3.39966 1.84580 1.66552
F -2.61404 2.90691 1.36857
F -4.54384 1.89159 0.94998
F -3.87156 2.09894 2.88161
C -2.90578 -0.31162 -0.73519
C -2.03537 -0.62700 -1.95899
H -2.72763 -0.95968 -2.73242
H -1.38685 0.20410 -2.23610
H -1.40323 -1.50059 -1.79986
H -3.71230 0.37671 -0.98784
H -3.41333 -1.23404 -0.45298
H -3.31719 -0.27555 1.62170
C 4.15715 2.20936 2.21060
O 3.37368 1.57550 1.20751
H 4.44767 1.41050 2.89289
H 4.98915 2.81169 1.84579
H 3.49262 2.92727 2.69132
H 2.79690 0.88486 1.54206
C 2.39423 -1.11532 -3.17713
O 0.97123 -1.20836 -2.81119
H 2.68144 -0.06424 -3.20635
H 3.07603 -1.62217 -2.49424
H 2.52761 -1.53589 -4.17384
H 0.94959 -1.88036 -2.12595
C -1.51123 -3.45160 1.12944
O -0.26613 -2.94492 1.47237
H -1.85215 -3.00238 0.19666
H -1.48688 -4.54129 1.13913
H -2.26344 -3.25077 1.89230
H 0.24610 -2.92542 0.66069
C -0.08884 3.03809 -1.10643
O 1.10929 2.24908 -1.25670
H -0.01722 3.72701 -0.26479
H -0.24027 3.70261 -1.95706
H -0.95385 2.38857 -0.97231
H 1.81132 2.88921 -1.11889
*
```